A gas-phase ion, C4H8NO2S (charge -1) at a distorted geometry. Source: OMol25; level of theory: ωB97M-V/def2-TZVPD.

## Properties
**DFT total energy**: -20693.5851 eV
**HOMO-LUMO gap**: 0.1364 hartree
**ΔE to the lowest compared entry with this formula, charge and spin**: 623.91 kJ/mol
**Total charge**: -1

Each line ends with the Löwdin charge.
Cartesian coordinates (Å):
C 0.239 -0.018 -1.023  -0.305
N 1.336 -0.528 -0.201  0.064
C 0.735 -1.524 0.944  -0.740
O 0.099 -2.521 0.391  -0.066
O 0.179 -0.814 1.870  -0.025
C -0.989 0.386 -0.287  -0.327
C -0.725 1.702 0.440  -0.736
S -0.513 3.031 -0.768  0.324
H 0.485 0.845 -1.691  0.087
H -0.025 -0.868 -1.676  0.110
H 1.770 -1.949 1.151  0.196
H -1.787 0.591 -1.012  0.097
H -1.233 -0.472 0.375  0.109
H -1.522 1.860 1.179  0.063
H 0.124 1.472 1.105  0.057
H 1.828 -1.195 -0.797  0.091

=====

C3H3NO2 in the gas phase at a distorted geometry. Source: OMol25; level of theory: ωB97M-V/def2-TZVPD.

## Properties
**DFT total energy**: -8743.4096 eV
**HOMO-LUMO gap**: 0.4194 hartree
**ΔE to the lowest compared entry with this formula, charge and spin**: 166.11 kJ/mol
**SMILES**: N#C[C@@H](O)C=O
**Total charge**: 0

Each line ends with the Löwdin charge.
Cartesian coordinates (Å):
N -0.354 2.510 -0.806  0.170
C -0.213 1.506 -0.251  -0.147
C 0.027 0.223 0.444  -0.354
O -1.110 -0.255 1.080  0.008
C 0.553 -0.805 -0.566  -0.167
O 0.073 -1.909 -0.591  0.088
H 0.840 0.402 1.167  0.163
H -1.221 -1.171 0.765  0.097
H 1.377 -0.492 -1.231  0.142

=====

A molecular structure, CLiMnO3 at a distorted geometry. Source: OMol25; level of theory: ωB97M-V/def2-TZVPD.

## Properties
**DFT total energy**: -38679.2265 eV
**2S+1**: 7
**<S²>**: 12.01
**HOMO-LUMO gap (spin up / spin down)**: 0.4144 / 0.3104 hartree
**ΔE to the lowest compared entry with this formula, charge and spin**: 0.00 kJ/mol
**Total charge**: +2

Each line ends with the Löwdin charge.
Cartesian coordinates (Å):
Li 2.293 -0.768 -2.767  0.884
O 1.729 0.477 -1.519  -0.420
O -1.171 -0.648 1.988  0.161
O -1.116 0.560 1.137  -0.170
C -2.216 -0.399 1.346  0.208
Mn 0.480 0.777 -0.184  1.337

=====

5 unconnected molecules or ions with the total composition C20H35N5 at a distorted geometry. Source: OMol25; level of theory: ωB97M-V/def2-TZVPD.

## Properties
**DFT total energy**: -28756.4126 eV
**HOMO-LUMO gap**: 0.4141 hartree
**ΔE to the lowest compared entry with this formula, charge and spin**: 99.51 kJ/mol
**SMILES**: CCCC#N.CCCC#N.CCCC#N.CCCC#N.CCCC#N
**Total charge**: 0

Each line ends with the Löwdin charge.
Cartesian coordinates (Å):
C -1.973 0.934 -0.855  -0.102
C -0.837 -0.060 -0.753  -0.272
C -0.548 -0.897 -2.015  -0.191
C 0.137 -0.236 -3.117  -0.214
N 0.677 0.343 -3.942  0.151
H -2.186 1.284 0.157  0.053
H -2.888 0.438 -1.196  0.077
H -1.810 1.762 -1.541  0.080
H -0.941 -0.762 0.075  0.100
H 0.071 0.501 -0.501  0.108
H -1.528 -1.296 -2.297  0.119
H 0.009 -1.793 -1.732  0.095
C -4.985 1.086 2.203  -0.097
C -5.359 1.851 3.489  -0.250
C -6.652 1.314 4.117  -0.201
C -7.861 1.693 3.382  -0.241
N -8.813 1.933 2.791  0.138
H -5.713 1.278 1.422  0.076
H -4.950 0.023 2.455  0.073
H -3.952 1.354 1.979  0.049
H -5.571 2.878 3.187  0.110
H -4.603 1.793 4.269  0.091
H -6.680 1.680 5.145  0.118
H -6.703 0.222 4.165  0.119
C 5.602 -4.139 0.584  -0.097
C 4.681 -4.367 1.794  -0.262
C 3.397 -3.542 1.833  -0.199
C 2.793 -3.295 0.516  -0.233
N 2.289 -3.162 -0.503  0.153
H 5.170 -4.688 -0.255  0.075
H 6.561 -4.631 0.733  0.071
H 5.690 -3.070 0.419  0.080
H 5.262 -4.108 2.683  0.103
H 4.392 -5.408 1.966  0.108
H 3.613 -2.597 2.348  0.116
H 2.587 -3.897 2.476  0.115
C 3.121 2.120 -6.148  -0.114
C 2.541 2.867 -7.342  -0.262
C 3.501 2.776 -8.543  -0.189
C 4.827 3.318 -8.224  -0.252
N 5.857 3.756 -7.971  0.139
H 2.461 2.115 -5.285  0.048
H 4.095 2.493 -5.826  0.068
H 3.279 1.092 -6.482  0.079
H 2.180 3.889 -7.195  0.107
H 1.573 2.404 -7.569  0.106
H 3.220 3.354 -9.425  0.115
H 3.616 1.718 -8.777  0.116
C -0.496 0.716 3.409  -0.098
C -0.397 -0.731 3.898  -0.259
C -0.628 -0.915 5.398  -0.185
C -1.758 -0.129 5.913  -0.235
N -2.607 0.519 6.333  0.148
H 0.113 1.375 4.029  0.082
H -1.531 1.055 3.420  0.062
H -0.145 0.844 2.385  0.061
H 0.531 -1.198 3.565  0.100
H -1.161 -1.312 3.372  0.106
H 0.253 -0.585 5.951  0.121
H -0.824 -1.961 5.631  0.116

=====

C5H7N in the gas phase at a distorted geometry. Source: OMol25; level of theory: ωB97M-V/def2-TZVPD.

## Properties
**DFT total energy**: -6785.3024 eV
**HOMO-LUMO gap**: 0.3721 hartree
**ΔE to the lowest compared entry with this formula, charge and spin**: 309.74 kJ/mol
**SMILES**: C=C1C=N[C@@H]1C
**Total charge**: 0

Each line ends with the Löwdin charge.
Cartesian coordinates (Å):
C -1.827 -0.738 0.495  0.045
C -1.100 0.334 0.250  -0.166
C -1.038 1.670 -0.307  -0.159
N 0.221 1.918 -0.348  0.064
C 0.665 0.766 0.466  -0.256
C 1.630 -0.208 -0.171  -0.088
H -1.237 -1.528 0.969  0.070
H -2.797 -0.944 0.228  0.027
H -1.853 2.333 -0.666  0.114
H 0.986 1.020 1.508  0.130
H 2.240 -0.714 0.625  0.086
H 2.253 0.223 -0.877  0.036
H 1.030 -0.980 -0.760  0.097

=====

2 unconnected molecules or ions with the total composition C5H11BCl2O2 at a distorted geometry. Source: OMol25; level of theory: ωB97M-V/def2-TZVPD.

## Properties
**DFT total energy**: -35180.8082 eV
**HOMO-LUMO gap**: 0.3506 hartree
**ΔE to the lowest compared entry with this formula, charge and spin**: 52.51 kJ/mol
**SMILES**: CCC/C=C(\Cl)B(O)O.Cl
**Total charge**: 0

Each line ends with the Löwdin charge.
Cartesian coordinates (Å):
C 1.725 1.851 -0.060  -0.124
C 0.282 1.342 -0.194  -0.316
C 0.410 -0.038 0.315  -0.275
C -0.855 -0.855 -0.025  -0.132
C -1.979 -0.860 0.642  -0.591
Cl -2.188 0.202 1.976  0.750
B -3.320 -1.502 0.298  -0.759
O -4.224 -0.602 -0.192  0.126
O -3.615 -2.834 0.206  0.173
H 2.342 1.319 -0.777  0.068
H 2.363 1.633 0.820  0.084
H 1.565 2.892 -0.222  0.057
H -0.577 1.890 0.282  0.062
H 0.056 1.314 -1.306  0.125
H 0.656 -0.065 1.392  0.116
H 1.216 -0.628 -0.216  0.124
H -0.566 -1.765 -0.656  0.145
H -4.840 -1.083 -0.651  0.076
H -3.288 -3.622 0.725  0.150
Cl -2.938 1.955 -0.868  0.461
H -3.694 1.119 -0.439  -0.320

=====

A molecular structure, C17H31Cl3HgO2P2 at a distorted geometry. Source: OMol25; level of theory: ωB97M-V/def2-TZVPD.

## Properties
**DFT total energy**: -82539.6323 eV
**HOMO-LUMO gap (spin up / spin down)**: 0.2343 / 0.2027 hartree
**ΔE to the lowest compared entry with this formula, charge and spin**: 371.78 kJ/mol
**Total charge**: 0

Each line ends with the Löwdin charge.
Cartesian coordinates (Å):
P 0.288 -1.766 -5.148  0.875
P 0.274 2.271 -4.790  0.970
C -0.165 -0.259 -5.987  -0.407
C 0.792 0.915 -5.883  -0.334
H -1.370 0.009 -5.340  0.014
H -0.420 -0.483 -7.034  0.079
H 1.816 0.629 -5.593  0.067
H 0.859 1.375 -6.879  0.092
C -0.500 3.500 -5.886  -0.183
H -0.827 4.363 -5.297  0.066
H -1.368 3.089 -6.412  0.059
H 0.229 3.841 -6.626  0.056
C 1.670 3.092 -4.057  -0.172
H 2.015 3.866 -4.761  0.069
H 2.504 2.403 -3.877  0.035
H 1.407 3.588 -3.116  0.075
C -0.752 -3.024 -5.942  -0.183
H -0.805 -3.927 -5.323  0.061
H -0.337 -3.274 -6.926  0.055
H -1.772 -2.642 -6.079  0.066
C 2.006 -2.211 -5.221  -0.172
H 2.653 -1.326 -5.200  0.051
H 2.189 -2.742 -6.166  0.069
H 2.286 -2.874 -4.392  0.064
Hg 2.720 0.258 -1.144  0.811
C -1.222 1.639 -3.899  -0.345
C -2.130 0.758 -4.721  -0.263
C -3.268 0.119 -3.960  -0.170
C -2.875 -0.891 -2.834  -0.201
C -1.928 -1.876 -3.263  -0.093
C -0.541 -1.641 -3.512  -0.374
C 0.148 -0.344 -2.900  -0.219
C -0.586 0.954 -2.669  -0.228
C 2.475 -1.767 -0.386  -0.341
H -1.725 2.530 -3.526  0.122
H -2.531 1.372 -5.530  0.100
H -3.885 -0.419 -4.708  0.117
H -3.882 0.912 -3.517  0.107
H -2.556 -0.349 -1.937  0.111
H -3.792 -1.415 -2.558  0.115
H -2.221 -2.925 -3.214  0.112
H 0.012 -2.534 -3.070  0.132
H 1.041 -0.115 -3.506  0.045
H 0.572 -0.696 -1.939  0.050
H -1.268 0.831 -1.835  0.092
H 0.151 1.622 -2.194  0.081
H 3.372 -2.138 0.125  -0.044
H 2.291 -2.377 -1.276  -0.070
H 1.622 -1.870 0.298  -0.026
Cl -0.959 2.279 2.908  0.574
C -0.186 2.934 1.450  -1.505
Cl -1.435 3.518 0.313  0.545
Cl 0.864 4.288 1.908  0.566
C 0.616 1.778 0.680  -0.839
O 0.004 0.705 0.547  -0.080
O 1.782 2.134 0.277  -0.255